No. 1
Formula: C60H50FN3O18P
Source: the Open Molecules 2025 dataset
Level of theory: wB97M-V/def2-TZVPD

Last column: Mulliken charge in e.
CARTESIAN COORDINATES (ANGSTROEM)
C  -2.702  -3.504  -4.083  -0.81
P  -3.543  -2.371  -2.908  -0.02
C  -4.204  -3.574  -1.675  -0.48
C  -2.056  -1.713  -1.997  0.19
C  -1.492  -0.498  -2.699  -0.07
C  -0.398  0.202  -1.877  -0.87
N  -0.469  -0.043  -0.408  0.04
C  -1.414  -0.856  0.097  0.31
N  -1.281  -1.185  1.381  0.04
F  -2.213  -1.987  1.945  -0.16
N  -2.475  -1.272  -0.618  -0.30
H  -1.643  -3.263  -4.203  0.06
H  -3.190  -3.410  -5.053  0.35
H  -2.775  -4.543  -3.748  0.40
H  -4.387  -4.518  -2.189  -0.23
H  -5.118  -3.174  -1.236  0.38
H  -3.490  -3.810  -0.875  0.35
H  -1.292  -2.494  -1.868  0.29
H  -1.102  -0.799  -3.673  -0.27
H  -2.316  0.198  -2.871  0.59
H  -0.505  1.279  -2.018  0.32
H  0.612  -0.049  -2.202  0.33
H  0.445  -0.296  -0.038  0.23
H  -0.556  -0.870  2.010  0.17
H  -2.998  -1.990  -0.127  0.25
C  1.024  3.804  2.841  -0.28
C  1.232  2.990  1.809  -0.43
C  1.646  1.586  2.014  0.48
O  1.820  0.834  1.067  -0.66
C  1.833  1.111  3.405  -0.33
C  1.627  1.920  4.441  -0.49
C  1.204  3.333  4.240  0.31
O  1.021  4.068  5.181  -0.53
H  0.709  4.831  2.713  0.48
H  1.104  3.310  0.783  0.48
H  2.151  0.082  3.523  0.50
H  1.759  1.601  5.467  0.45
C  0.913  -1.378  -6.231  -0.20
C  1.964  -1.488  -7.038  -0.43
C  1.821  -1.273  -8.504  0.21
O  2.770  -1.388  -9.246  -0.53
C  0.473  -0.926  -9.024  -0.46
C  -0.573  -0.823  -8.207  -0.43
C  -0.434  -1.048  -6.748  0.38
O  -1.400  -0.980  -6.013  -0.49
H  0.990  -1.541  -5.162  0.46
H  2.954  -1.754  -6.687  0.69
H  0.396  -0.773  -10.093  0.42
H  -1.567  -0.581  -8.559  0.44
C  -5.741  0.328  5.673  -0.52
C  -6.441  -0.786  5.472  -0.35
C  -6.032  -1.785  4.456  0.13
O  -6.662  -2.802  4.268  -0.54
C  -4.805  -1.497  3.664  -0.15
C  -4.108  -0.384  3.863  -0.12
C  -4.517  0.614  4.886  0.24
O  -3.861  1.618  5.060  -0.55
H  -6.021  1.063  6.415  0.45
H  -7.334  -1.016  6.039  0.48
H  -4.532  -2.244  2.931  0.47
H  -3.215  -0.139  3.304  0.43
C  7.196  -4.633  -7.929  -0.37
C  6.034  -4.018  -7.725  -0.46
C  5.742  -3.369  -6.428  0.22
O  4.664  -2.843  -6.209  -0.45
C  6.774  -3.411  -5.375  -0.09
C  7.931  -4.036  -5.568  -0.45
C  8.235  -4.694  -6.865  0.27
O  9.288  -5.260  -7.051  -0.53
H  7.442  -5.119  -8.865  0.42
H  5.258  -3.961  -8.478  0.46
H  6.524  -2.916  -4.447  0.53
H  8.697  -4.100  -4.806  0.41
C  0.801  9.799  3.064  -0.35
C  0.122  8.674  2.863  -0.43
C  0.487  7.741  1.770  0.51
O  -0.132  6.710  1.592  -0.62
C  1.634  8.108  0.903  -0.40
C  2.314  9.233  1.102  -0.25
C  1.952  10.166  2.200  0.25
O  2.577  11.186  2.384  -0.48
H  0.557  10.497  3.855  0.45
H  -0.719  8.382  3.480  0.42
H  1.877  7.412  0.110  0.42
H  3.154  9.526  0.484  0.44
C  6.230  11.500  3.308  -0.33
C  5.564  12.435  2.636  -0.32
C  6.235  13.688  2.202  0.31
O  5.635  14.542  1.586  -0.54
C  7.670  13.855  2.547  -0.38
C  8.332  12.918  3.219  -0.40
C  7.664  11.664  3.652  0.33
O  8.268  10.806  4.259  -0.54
H  5.765  10.579  3.638  0.42
H  4.519  12.327  2.377  0.68
H  8.135  14.777  2.220  0.41
H  9.378  13.016  3.483  0.41
C  -5.913  -3.066  10.596  -0.36
C  -6.502  -2.161  9.820  -0.36
C  -5.786  -0.936  9.390  0.50
O  -6.318  -0.112  8.674  -0.54
C  -4.390  -0.752  9.859  -0.35
C  -3.800  -1.656  10.635  -0.36
C  -4.514  -2.887  11.064  0.33
O  -3.974  -3.713  11.764  -0.53
H  -6.413  -3.968  10.924  0.41
H  -7.520  -2.269  9.467  0.42
H  -3.893  0.153  9.533  0.43
H  -2.784  -1.546  10.993  0.41
C  -6.179  -9.524  -3.899  -0.41
C  -5.106  -8.803  -3.587  -0.39
C  -5.236  -7.468  -2.955  0.52
O  -4.253  -6.810  -2.673  -0.54
C  -6.604  -6.965  -2.680  -0.22
C  -7.678  -7.684  -2.991  -0.41
C  -7.552  -9.023  -3.627  0.29
O  -8.528  -9.676  -3.910  -0.52
H  -6.112  -10.500  -4.362  0.40
H  -4.097  -9.147  -3.774  0.41
H  -6.673  -5.990  -2.214  0.42
H  -8.687  -7.340  -2.801  0.42
C  3.687  -4.435  -0.527  -0.48
C  4.798  -4.911  -1.084  -0.51
C  4.958  -4.953  -2.560  0.25
O  5.976  -5.347  -3.085  -0.52
C  3.823  -4.463  -3.389  -0.24
C  2.715  -3.990  -2.828  -0.28
C  2.566  -3.928  -1.356  0.36
O  1.561  -3.468  -0.848  -0.50
H  3.548  -4.386  0.546  0.43
H  5.634  -5.277  -0.501  0.43
H  3.959  -4.501  -4.461  0.43
H  1.880  -3.622  -3.411  0.59

The calculation puts the HOMO energy at -0.40643 Eh. Its charge is +1. For the energy above the lowest of the compared OMol25 structures with the same formula, charge and spin, the calculation gives 0.000 eV. For the calculated total energy, the calculation gives -4275.5776 Eh.

=====

No. 2
Formula: C60H50NO40S2
Source: the Open Molecules 2025 dataset
Level of theory: wB97M-V/def2-TZVPD

Last column: Mulliken charge in e.
CARTESIAN COORDINATES (ANGSTROEM)
C  5.044  -3.123  4.339  -0.45
C  5.610  -1.739  3.690  -0.49
C  4.667  -1.166  2.476  0.52
C  3.553  -0.079  3.016  -0.72
S  2.149  -0.956  3.933  0.76
O  2.687  -1.207  5.335  -0.55
O  1.901  -2.253  3.135  -0.82
N  0.748  0.040  4.032  -0.38
S  -0.585  -0.763  4.765  0.87
O  -0.222  -1.810  5.805  -0.67
O  -1.393  0.329  5.499  -0.61
C  -1.769  -1.555  3.558  -0.13
C  -1.320  -3.095  3.192  -0.63
H  4.140  -3.454  3.682  -0.12
H  5.854  -3.951  4.418  0.30
H  4.678  -2.898  5.407  0.17
H  6.647  -1.947  3.228  0.33
H  5.653  -0.894  4.477  0.21
H  5.385  -0.639  1.720  0.19
H  4.182  -2.042  1.883  -0.49
H  4.100  0.657  3.714  0.41
H  3.146  0.493  2.093  0.23
H  -1.857  -0.887  2.612  -0.04
H  -2.825  -1.627  4.013  0.29
H  -0.344  -3.403  3.747  0.15
H  -2.128  -3.866  3.534  0.33
H  -1.157  -3.139  2.038  0.15
C  4.284  -5.278  -0.107  -1.24
C  3.863  -6.326  -0.817  0.38
C  2.440  -6.768  -0.781  1.09
O  2.086  -7.721  -1.460  -0.66
C  1.513  -6.031  0.083  -0.68
C  1.933  -4.982  0.798  0.35
C  3.352  -4.524  0.741  0.48
O  3.704  -3.551  1.391  -0.11
O  1.078  -4.293  1.606  -0.45
O  4.724  -7.038  -1.608  -0.60
H  5.314  -4.946  -0.126  0.51
H  0.487  -6.373  0.113  0.47
H  1.616  -3.576  2.019  0.47
H  4.180  -7.742  -2.016  0.33
C  -4.194  5.086  4.741  -0.45
C  -4.007  5.164  3.420  -0.38
C  -3.102  4.218  2.706  1.07
O  -2.969  4.307  1.492  -0.74
C  -2.396  3.211  3.500  -0.89
C  -2.578  3.133  4.824  0.10
C  -3.504  4.061  5.535  0.93
O  -3.664  3.953  6.740  -0.65
O  -1.922  2.199  5.569  -0.21
O  -4.641  6.115  2.670  -0.59
H  -4.850  5.765  5.270  0.54
H  -1.728  2.543  2.972  0.53
H  -2.220  2.344  6.490  0.31
H  -4.343  5.960  1.750  0.38
C  5.190  0.504  -2.246  -1.05
C  4.448  1.443  -2.837  0.18
C  2.985  1.556  -2.573  1.11
O  2.339  2.439  -3.116  -0.62
C  2.373  0.582  -1.661  -1.02
C  3.114  -0.360  -1.072  0.42
C  4.583  -0.455  -1.315  0.99
O  5.236  -1.316  -0.748  -0.53
O  2.551  -1.273  -0.223  -0.40
O  5.002  2.341  -3.708  -0.58
H  6.253  0.413  -2.427  0.44
H  1.308  0.664  -1.492  0.69
H  3.289  -1.846  0.075  -0.07
H  4.262  2.914  -3.997  0.35
C  2.209  -0.168  8.855  -0.81
C  2.954  0.898  9.153  0.29
C  3.491  1.110  10.527  0.85
O  4.186  2.087  10.762  -0.65
C  3.152  0.121  11.558  -0.99
C  2.404  -0.943  11.261  0.43
C  1.890  -1.169  9.881  0.83
O  1.224  -2.163  9.640  -0.62
O  2.079  -1.870  12.214  -0.58
O  3.256  1.840  8.206  -0.53
H  1.814  -0.335  7.859  0.69
H  3.533  0.296  12.556  0.39
H  1.536  -2.539  11.750  0.35
H  3.805  2.505  8.668  0.34
C  -3.592  0.030  -1.285  -0.90
C  -3.764  -0.029  -2.608  0.26
C  -3.375  1.107  -3.491  1.15
O  -3.528  1.014  -4.700  -0.61
C  -2.820  2.311  -2.861  -0.99
C  -2.651  2.371  -1.537  0.29
C  -3.015  1.224  -0.657  1.00
O  -2.831  1.304  0.547  -0.41
O  -2.138  3.488  -0.940  -0.58
O  -4.303  -1.137  -3.203  -0.51
H  -3.868  -0.788  -0.633  0.49
H  -2.559  3.134  -3.512  0.44
H  -2.114  3.284  0.020  0.30
H  -4.322  -0.937  -4.163  0.23
C  -1.158  10.367  3.812  -0.96
C  -1.510  11.245  2.871  0.36
C  -2.660  10.986  1.959  0.92
O  -2.967  11.821  1.121  -0.63
C  -3.383  9.718  2.106  -0.74
C  -3.029  8.836  3.045  0.05
C  -1.896  9.108  3.975  1.00
O  -1.610  8.290  4.834  -0.61
O  -3.697  7.645  3.189  -0.21
O  -0.828  12.421  2.708  -0.57
H  -0.326  10.544  4.482  0.41
H  -4.204  9.535  1.426  0.45
H  -3.253  7.189  3.934  0.16
H  -1.275  12.880  1.968  0.35
C  -3.585  -3.536  -7.390  -0.80
C  -4.007  -4.590  -8.091  0.32
C  -5.437  -5.019  -8.062  0.92
O  -5.797  -5.976  -8.729  -0.63
C  -6.365  -4.262  -7.213  -0.95
C  -5.940  -3.210  -6.510  0.32
C  -4.519  -2.765  -6.561  0.93
O  -4.167  -1.788  -5.919  -0.57
O  -6.797  -2.499  -5.714  -0.59
O  -3.142  -5.316  -8.866  -0.62
H  -2.553  -3.212  -7.403  0.47
H  -7.394  -4.594  -7.187  0.45
H  -6.253  -1.791  -5.314  0.31
H  -3.684  -6.023  -9.272  0.35
C  4.690  5.297  -9.014  -0.80
C  4.987  4.565  -7.938  0.24
C  4.070  4.503  -6.765  0.74
O  4.364  3.808  -5.805  -0.49
C  2.836  5.295  -6.813  -0.97
C  2.540  6.029  -7.888  0.49
C  3.443  6.070  -9.072  0.87
O  3.134  6.738  -10.046  -0.61
O  1.394  6.773  -7.943  -0.56
O  6.147  3.842  -7.871  -0.58
H  5.345  5.349  -9.873  0.41
H  2.188  5.254  -5.948  0.49
H  1.409  7.210  -8.819  0.34
H  6.128  3.401  -6.997  0.34
C  -2.553  -7.621  -5.967  -0.81
C  -3.570  -8.269  -6.538  0.24
C  -4.515  -9.094  -5.734  0.93
O  -5.446  -9.658  -6.286  -0.62
C  -4.279  -9.198  -4.289  -0.90
C  -3.259  -8.552  -3.717  0.37
C  -2.331  -7.706  -4.518  0.95
O  -1.420  -7.115  -3.962  -0.59
O  -3.028  -8.644  -2.373  -0.57
O  -3.785  -8.199  -7.888  -0.52
H  -1.861  -7.017  -6.539  0.47
H  -4.962  -9.814  -3.719  0.42
H  -2.239  -8.089  -2.206  0.31
H  -4.578  -8.749  -8.055  0.34

The calculation puts the HOMO energy at -0.21874 Eh. Its charge is -1. For the calculated total energy, the calculation gives -6176.8688 Eh.